Record 1
ORCA calculation (ωB97M-V/def2-TZVPD) on the molecule C18H18Cl2N2O4S in a non-equilibrium geometry.

Properties
- Charge: 0
- LUMO level: -0.498 eV
- HOMO level: -7.79 eV

Last column: natural (NBO) charge in e.
Atoms and positions in Å:
O  -2.81909  -2.18325  -0.63200  -0.95
S  -2.32795  -1.49345  0.47137  2.43
O  -2.49754  -2.04995  1.70599  -0.94
C  -3.44202  -0.00259  0.49117  -0.32
C  -4.29260  0.49812  -0.47412  -0.28
C  -5.03674  1.48192  -0.67575  -0.09
Cl  -6.26338  1.63454  -1.71892  0.11
C  -4.87121  2.43570  0.76719  -0.10
C  -3.96038  2.22168  1.51478  -0.39
C  -3.32252  1.12594  1.58603  0.16
Cl  -1.97334  0.60903  2.87113  -0.07
N  -0.87505  -0.91424  0.36347  -0.71
C  0.10933  -1.76045  1.00271  -0.21
C  0.54402  -2.89100  0.43209  -0.34
N  0.96125  -2.62303  -0.79278  -0.39
C  2.45629  -2.00686  -1.08459  -0.26
C  2.83770  -0.77787  -0.66259  -0.08
C  3.26207  -0.71733  0.88873  -0.12
C  3.72276  0.36303  1.40743  -0.25
C  3.50162  1.60453  0.67516  0.28
C  3.17036  1.70020  -0.78152  0.23
C  2.69155  0.44810  -1.18577  -0.22
O  2.90786  2.95053  -1.09371  -0.48
C  3.49165  3.83098  -0.17891  0.23
O  3.74516  3.01209  1.08957  -0.52
C  0.02509  -1.73844  -1.81821  -0.27
C  -0.55197  -0.50590  -1.04374  -0.26
H  -4.57308  -0.39501  -1.34538  0.21
H  -5.54245  3.28571  0.52997  0.23
H  -3.92356  2.97106  2.52326  0.25
H  0.91977  -0.83312  1.38667  0.22
H  -0.40354  -2.02558  2.06725  0.26
H  -0.22214  -3.40199  0.23729  0.21
H  1.37730  -3.31043  0.80435  0.22
H  2.96312  -2.92200  -0.56047  0.21
H  2.66805  -2.12759  -2.12614  0.21
H  3.48278  -1.43079  1.30551  0.15
H  4.07435  0.38971  2.36059  0.22
H  2.32647  0.36245  -2.41352  0.19
H  2.71796  4.62881  -0.23325  0.19
H  4.48405  4.26363  -0.59718  0.16
H  -0.90009  -2.34271  -1.96954  0.22
H  0.47886  -1.63980  -2.77337  0.22
H  0.30245  0.20196  -0.86368  0.22
H  -1.42324  0.07366  -1.45655  0.24

***

Record 2
ORCA calculation (ωB97M-V/def2-TZVPD) on a cluster of 2 separate species, ClH2NOS in total in a non-equilibrium geometry.

Properties
- Charge: 0
- LUMO level (alpha / beta): -0.892 / -4.612 eV
- HOMO level (alpha / beta): -8.72 / -11.38 eV
- 2S+1: 3
- ΔE to the lowest compared entry with this formula, charge and spin: 1.1040 eV

Last column: natural (NBO) charge in e.
Atoms and positions in Å:
N  3.06868  -1.90775  0.29412  -0.58
O  0.72752  -0.15432  -0.41660  -0.92
S  3.79925  -0.81726  0.76146  0.74
Cl  3.63218  1.07395  -0.48839  -0.15
H  1.51863  0.31234  -0.41146  0.45
H  1.02608  -1.02494  -0.70136  0.47

***

Record 3
ORCA calculation (ωB97M-V/def2-TZVPD) on a structure of composition C17H20N2O5S in a non-equilibrium geometry.

Properties
- Charge: 0
- LUMO level: 0.206 eV
- HOMO level: -8.53 eV
- ΔE to the lowest compared entry with this formula, charge and spin: 17.2087 eV

Last column: natural (NBO) charge in e.
Atoms and positions in Å:
C  -4.57224  -0.89256  1.98382  -0.24
H  -5.54225  -0.74422  1.82017  0.19
H  -4.21496  -1.83498  1.61866  0.21
H  -4.21531  -0.70742  2.88326  0.21
O  -3.99992  -0.18910  0.80944  -0.46
C  -2.75922  0.05738  1.10027  0.83
O  -2.12396  -0.49490  2.11894  -0.72
C  -2.17350  0.96892  -0.12741  -0.20
C  -0.88983  1.32919  -0.17166  0.25
N  0.14468  0.93167  0.81721  -0.70
C  1.39048  1.63202  0.78139  0.17
C  1.63317  2.87577  0.82467  -0.27
C  3.06095  3.05504  0.70820  -0.05
C  4.07948  2.42898  0.58445  -0.28
C  3.77966  0.97784  0.26833  -0.15
C  2.41513  0.48717  0.63343  0.09
N  2.19684  -0.99050  0.44044  -0.58
C  2.86654  -1.90450  -0.04984  0.63
O  4.11142  -1.61825  -0.67459  -0.74
C  2.14861  -3.13830  0.07159  -0.44
C  1.20593  -3.44664  -1.33443  -0.30
H  0.66858  -4.32554  -0.95515  0.23
H  1.85960  -3.37039  -2.09031  0.23
C  0.09097  -2.35044  -1.31814  -0.57
C  -0.90434  -2.08696  -0.66072  0.80
O  -2.00172  -2.23349  -0.64081  -0.48
O  -0.38673  -2.24834  0.80263  -0.91
H  -1.05541  -1.56718  1.39422  0.51
H  0.52792  -1.44997  -1.51224  0.27
H  -0.33419  -2.69016  -2.34538  0.24
H  1.62549  -3.13037  0.83434  0.22
H  2.90811  -3.99234  -0.16829  0.23
H  1.25222  -1.03384  0.70301  0.45
H  4.55878  0.16819  0.15749  0.28
H  5.04182  2.62567  0.45955  0.23
H  3.29361  4.48927  0.98784  0.12
H  0.95832  3.47122  0.97170  0.21
H  -0.23178  0.49490  1.91022  0.47
C  -0.46338  2.12992  -1.27436  -0.61
H  -0.34766  3.25680  -0.95169  0.25
H  0.51111  1.58408  -1.62269  0.26
S  -2.00940  2.08576  -2.18680  0.25
C  -3.11093  1.33881  -1.11910  -0.57
H  -3.76050  2.03248  -0.84198  0.22
H  -3.67968  0.60855  -1.64100  0.24

***

| no. | E_tot (eV) |
| --- | --- |
| 1 | -65990.146 |
| 2 | -26923.417 |
| 3 | -41990.386 |